Record 1
Below is an isolated molecule of C3H2F2O in a non-equilibrium geometry, with properties calculated with ωB97M-V/def2-TZVPD.

XYZ file:
```
8
C3H2F2O, DFT ωB97M-V/def2-TZVPD
F 2.2746 0.1406 1.8407
F -2.3571 0.2911 -0.5259
O 0.9572 -0.4619 0.2607
C -0.1145 -0.2408 -0.5397
C 1.2154 0.4885 1.1431
C -1.2923 0.3267 0.2393
H -0.6420 -1.1348 -1.1228
H -0.0415 0.5906 -1.2955
```

## Properties
HOMO	-9.164	eV
lowest unoccupied orbital energy	-0.3	eV

Atomic partial charges in e from the natural (NBO) method, atoms 1 to 5: atom 1 (F): -0.33, atom 2 (F): -0.33, atom 3 (O): -0.51, atom 4 (C): -0.29, atom 5 (C): 0.54

Record 2
Below is an isolated molecule of C3H2F2O in a non-equilibrium geometry, with properties calculated with ωB97M-V/def2-TZVPD.

XYZ file:
```
8
C3H2F2O, DFT ωB97M-V/def2-TZVPD
F 1.6886 0.3506 1.0738
F 1.6598 0.4924 -1.0494
O 0.1209 -1.4815 -0.0731
C 0.9336 0.3114 0.0152
C -0.9473 -0.6879 -0.0263
C -0.5303 0.5852 0.0428
H -1.9344 -1.1241 -0.0541
H -0.9909 1.5539 0.0710
```

## Properties
HOMO	-9.081	eV
SMILES	O=CC=C(F)F
lowest unoccupied orbital energy	0.5	eV

Atomic partial charges in e from the natural (NBO) method, atoms 1 to 5: atom 1 (F): -0.27, atom 2 (F): -0.27, atom 3 (O): -0.61, atom 4 (C): 1.02, atom 5 (C): 0.26

Record 3
Below is C3H2F2O2 as an isolated structure in a non-equilibrium geometry, with properties calculated with ωB97M-V/def2-TZVPD.

XYZ file:
```
9
C3H2F2O2, DFT ωB97M-V/def2-TZVPD
F -1.1910 -0.1954 1.7447
F -0.1379 1.6335 -1.1454
O 0.7613 -0.7927 0.7850
O 1.4254 -1.4885 -1.3588
C 0.8999 -0.9044 -0.5256
C -0.2406 0.2561 0.8610
C -0.5130 0.4502 -0.6898
H 0.3708 1.0140 1.4024
H -1.3749 0.0272 -1.0734
```

## Properties
HOMO	-9.628	eV
lowest unoccupied orbital energy	0.8	eV

Atomic partial charges in e from the natural (NBO) method, atoms 1 to 5: atom 1 (F): -0.33, atom 2 (F): -0.32, atom 3 (O): -0.49, atom 4 (O): -0.49, atom 5 (C): 0.83

Record 4
Below is an isolated molecule of C3H2F3N in a non-equilibrium geometry, with properties calculated with ωB97M-V/def2-TZVPD.

XYZ file:
```
9
C3H2F3N, DFT ωB97M-V/def2-TZVPD
F -2.7195 1.1052 0.5291
F -3.0159 -0.3411 -1.0514
F -2.4253 -0.9947 0.9184
N -0.0016 1.4167 -0.1752
C 0.2980 0.4597 0.5769
C -0.6753 0.1263 -0.4383
C -2.2662 -0.0351 0.0048
H -0.4522 -0.4612 -1.3165
H 0.8749 0.1273 1.4047
```

## Properties
HOMO	-11.000	eV
SMILES	FC(F)(F)[C@@H]1C=N1
lowest unoccupied orbital energy	0.8	eV

Atomic partial charges in e from the natural (NBO) method, atoms 1 to 5: atom 1 (F): -0.32, atom 2 (F): -0.32, atom 3 (F): -0.33, atom 4 (N): -0.26, atom 5 (C): 0.08

Record 5
Below is an isolated molecule of C3H2F4O3S in a non-equilibrium geometry, with properties calculated with ωB97M-V/def2-TZVPD.

XYZ file:
```
13
C3H2F4O3S, DFT ωB97M-V/def2-TZVPD
S -0.0320 0.9001 1.3331
F 0.3061 -1.9377 -1.2048
F -1.1213 2.0828 1.1691
F -1.6098 -1.7987 -0.1493
F 0.2144 -1.8883 0.8893
O 1.2036 1.5050 1.4525
O -0.5901 0.0877 2.3392
O 0.8318 1.5264 -1.9590
C -0.4080 -1.4087 -0.2037
C -0.2559 0.0877 -0.2863
C 0.8877 0.5767 -1.2225
H -1.1658 0.3893 -0.9065
H 1.7394 -0.1221 -1.2511
```

## Properties
HOMO	-11.270	eV
SMILES	O=C[C@@H](C(F)(F)F)S(=O)(=O)F
lowest unoccupied orbital energy	-0.1	eV

Atomic partial charges in e from the natural (NBO) method, atoms 1 to 5: atom 1 (S): 2.43, atom 2 (F): -0.32, atom 3 (F): -0.49, atom 4 (F): -0.27, atom 5 (F): -0.32

Record 6
Below is C3H2FIrLiO3 as an isolated structure in a non-equilibrium geometry, with properties calculated with ωB97M-V/def2-TZVPD.

XYZ file:
```
11
C3H2FIrLiO3, DFT ωB97M-V/def2-TZVPD
Ir 1.8334 2.0751 0.7967
F -0.5036 2.0596 -1.4211
O 0.3341 -1.6352 -0.8363
O 2.4697 -0.8894 -0.3186
O 0.2417 1.0734 0.3865
C 1.3624 -1.2016 -0.4794
C -2.0248 0.7383 -0.2830
C -0.7784 1.2779 -0.3438
Li -1.5001 -1.1811 -1.4020
H -2.2797 0.1410 0.5934
H -2.8109 1.1435 -0.9193
```

## Properties
HOMO (alpha / beta)	-17.430 / -19.184	eV
total charge	+2
lowest unoccupied orbital energy (alpha / beta)	-8.0 / -12.9	eV
spin multiplicity	6

Atomic partial charges in e from the natural (NBO) method, atoms 1 to 5: atom 1 (Ir): 1.17, atom 2 (F): -0.28, atom 3 (O): -0.63, atom 4 (O): -0.42, atom 5 (O): -0.66

Record 7
Below is C3H2FLiO2Zn as an isolated structure in a non-equilibrium geometry, with properties calculated with ωB97M-V/def2-TZVPD.

XYZ file:
```
10
C3H2FLiO2Zn, DFT ωB97M-V/def2-TZVPD
Zn -1.2182 2.6528 -1.8764
F -0.6329 -1.7486 0.2116
O -2.0046 -0.0035 -1.2770
O -0.2387 0.5142 -0.1092
C -1.1040 0.7817 -1.2513
C 1.4506 -0.8941 0.6367
C 0.2226 -0.7356 0.1551
Li -0.3629 1.3423 1.7601
H 1.7767 -1.8703 0.9893
H 2.1113 -0.0389 0.7611
```

## Properties
HOMO (alpha / beta)	-17.655 / -17.655	eV
total charge	+2
lowest unoccupied orbital energy (alpha / beta)	-12.1 / -12.1	eV

Atomic partial charges in e from the natural (NBO) method, atoms 1 to 5: atom 1 (Zn): 1.33, atom 2 (F): -0.26, atom 3 (O): -0.37, atom 4 (O): -0.66, atom 5 (C): 0.33

Record 8
Below is a 2-piece molecular cluster, C3H2FN overall in a non-equilibrium geometry, with properties calculated with ωB97M-V/def2-TZVPD.

XYZ file:
```
7
C3H2FN, DFT ωB97M-V/def2-TZVPD
F 3.4527 -1.6703 -0.3864
N -0.2424 1.3566 -0.3105
C 1.2589 -0.7616 -0.3215
C 0.2886 0.2685 -0.2079
C 0.1673 -1.1274 0.3003
H 0.1503 2.1873 -0.7235
H -0.4742 -1.7944 0.8267
```

## Properties
HOMO (alpha / beta)	-11.216 / -9.705	eV
lowest unoccupied orbital energy (alpha / beta)	-2.4 / -2.4	eV

Atomic partial charges in e from the natural (NBO) method, atoms 1 to 5: atom 1 (F): -0.36, atom 2 (N): -0.62, atom 3 (C): 0.21, atom 4 (C): 0.29, atom 5 (C): -0.20

Please write out number 4 again, unchanged.
Below is an isolated molecule of C3H2F3N in a non-equilibrium geometry, with properties calculated with ωB97M-V/def2-TZVPD.

XYZ file:
```
9
C3H2F3N, DFT ωB97M-V/def2-TZVPD
F -2.7195 1.1052 0.5291
F -3.0159 -0.3411 -1.0514
F -2.4253 -0.9947 0.9184
N -0.0016 1.4167 -0.1752
C 0.2980 0.4597 0.5769
C -0.6753 0.1263 -0.4383
C -2.2662 -0.0351 0.0048
H -0.4522 -0.4612 -1.3165
H 0.8749 0.1273 1.4047
```

## Properties
HOMO	-11.000	eV
SMILES	FC(F)(F)[C@@H]1C=N1
lowest unoccupied orbital energy	0.8	eV

Atomic partial charges in e from the natural (NBO) method, atoms 1 to 5: atom 1 (F): -0.32, atom 2 (F): -0.32, atom 3 (F): -0.33, atom 4 (N): -0.26, atom 5 (C): 0.08